1.
Entry from the OMol25 dataset: C18H49ClInN10O20 as an isolated structure (ωB97M-V/def2-TZVPD).

Properties
- Max |F|: 0.33 eV Å⁻¹
- 2S+1: 1
- Energy above the lowest of the compared OMol25 structures with the same formula, charge and spin: 0.0 kJ/mol
- Charge: -1

The geometry in XYZ format:
```
99
Properties=species:S:1:pos:R:3:forces:R:3
N -0.7511 8.7828 0.1189 0.0 -0.1 0.0
N 10.8470 -0.4592 -1.5693 0.0 0.1 0.0
H 9.3617 0.5752 -2.6402 0.0 0.0 0.0
N 7.7595 0.9199 -0.3885 -0.1 0.0 0.1
H 10.5254 1.5927 -1.7249 0.0 0.0 0.0
H -4.1580 5.4856 4.2256 0.0 0.0 0.0
O -9.7364 -2.2286 5.8135 0.0 0.0 0.0
C 0.7522 -0.5901 -2.9760 0.0 0.0 0.0
O -0.0875 9.6333 0.6753 0.0 0.1 0.0
O -1.5881 8.9979 -0.7317 0.0 0.0 0.0
H -1.3871 -3.2621 -3.6315 0.0 0.2 0.0
H -8.1964 -3.6449 3.5255 0.1 0.0 0.0
C -9.6444 -0.0489 5.0134 0.1 0.0 0.0
O -8.2898 -0.7664 0.4652 0.2 0.1 -0.2
H 6.5326 -0.4553 0.6344 0.0 0.1 -0.1
C -2.2292 0.7626 -1.3093 0.1 0.0 0.1
O 8.5988 1.6863 0.0502 0.0 0.0 0.0
H -3.8260 -4.1043 -1.6321 0.1 0.1 0.1
H -1.8429 -3.9249 1.6429 -0.1 -0.1 0.0
C -2.7131 -4.5724 1.4820 0.1 0.2 -0.3
O -2.9651 -0.3506 -0.9290 0.1 0.2 0.0
N 13.6186 0.3202 -4.7895 0.0 0.0 0.1
N -7.3705 -0.1094 0.9149 -0.2 0.1 0.1
C -2.9391 2.0774 -0.9902 0.0 -0.2 0.0
C 10.3985 0.7207 -2.3598 0.0 -0.1 0.0
H -2.6128 3.3538 0.7677 0.0 -0.1 0.0
H 1.7812 -0.3409 -3.2683 -0.1 -0.1 0.0
O 10.0424 -1.3386 -1.3406 0.0 0.0 0.0
H -1.9931 0.7647 -2.3895 -0.1 0.0 0.0
H -2.4738 1.6138 1.0968 0.0 0.1 -0.1
O -4.2425 2.0120 -1.5995 -0.1 0.2 0.0
H -4.5381 2.9118 -1.7626 0.0 0.0 0.0
Cl -0.1261 -2.0013 0.3931 0.0 0.1 0.1
O -2.4800 5.5927 2.2809 0.0 0.0 0.0
In -1.9877 -2.1672 -1.2455 -0.1 -0.1 0.0
O 7.0862 1.1310 -1.3738 0.0 0.0 0.0
H -8.8581 0.2101 4.3082 0.0 0.0 0.0
N 4.3584 -3.2035 1.1716 0.0 0.0 0.0
H -8.9584 -3.7104 1.8988 0.0 0.0 0.0
H -2.5584 -5.5009 2.0432 0.0 0.1 -0.1
C 15.0494 0.3761 -4.3827 0.0 0.0 0.0
H 15.2430 -0.5168 -3.7955 0.0 0.0 0.0
H -10.5635 0.4626 4.7431 0.0 0.0 0.0
C 2.8794 -3.0750 1.2717 0.0 0.0 -0.1
H -8.0705 -2.2452 2.4221 -0.1 -0.1 0.1
H 2.4405 -3.8984 0.7161 0.0 0.0 0.0
H 2.0603 -2.6645 -2.2570 -0.1 0.0 -0.1
O 12.8954 1.2287 -4.4348 0.0 0.1 0.0
H 0.2475 7.3388 1.2584 0.0 0.0 0.0
H -7.2331 1.3515 -0.5368 0.1 0.0 -0.1
H 1.6085 -3.7926 -3.5442 -0.1 0.1 0.1
O 12.0057 -0.4685 -1.2060 0.1 0.0 0.0
H 2.6295 -3.1706 2.3243 0.0 0.0 0.0
H 0.5766 -2.0162 -4.5541 -0.1 0.0 0.1
O -1.8253 3.8284 3.3281 0.1 0.0 0.0
H -1.7409 -1.5543 -3.8937 0.1 -0.1 0.1
O -6.9172 -4.5704 0.9508 0.0 -0.1 0.0
H -2.3663 2.8754 -1.4899 0.0 -0.1 0.1
H -2.9635 4.6370 5.2728 0.0 0.0 0.0
H -6.0785 0.0050 -0.7456 0.0 0.0 0.0
H -4.0588 2.3409 0.8589 0.1 0.0 0.0
O -7.1248 -0.0295 2.1053 0.1 0.1 0.1
H 11.0590 0.7744 -3.2178 0.0 0.1 -0.1
H -1.2550 0.8217 -0.7815 0.0 0.0 -0.1
H 0.6885 -0.5445 -1.8821 0.0 0.0 -0.1
N -9.8920 -1.5080 4.8506 0.1 0.2 0.0
O 4.8585 -4.2290 1.5857 0.0 0.0 0.0
N -6.8608 -3.8461 1.9235 0.1 0.1 -0.1
C -8.1336 -3.3290 2.4879 0.0 0.1 0.0
H 2.5678 -2.1249 0.8593 0.0 0.0 0.0
N -2.4086 4.8824 3.2673 0.0 -0.1 0.0
C 7.5664 -0.3748 0.3131 0.0 -0.1 0.1
C -0.5270 7.3623 0.5015 0.0 0.0 0.0
O -5.8359 -3.4741 2.4568 -0.1 -0.1 0.1
H 0.0853 0.1775 -3.3872 0.1 -0.1 0.0
C 1.2089 -3.0864 -2.8056 0.1 0.0 0.0
N -2.8496 -4.8685 0.0546 -0.1 -0.1 0.0
H -4.2511 -3.2612 -0.1361 0.1 -0.1 -0.1
C -3.0191 2.3680 0.5223 0.0 -0.1 -0.1
H -2.6827 6.3348 4.7367 0.0 0.0 0.0
O 4.9889 -2.2808 0.6906 0.0 0.0 0.0
H -9.3558 0.1341 6.0414 0.0 0.0 0.0
C -1.1498 -2.2473 -3.2765 0.1 0.0 -0.1
H -3.4926 -5.6471 -0.0401 0.0 0.0 0.1
O -10.2165 -1.8737 3.7424 -0.2 -0.1 0.0
C 0.3532 -1.9843 -3.4738 0.0 0.0 0.0
H 8.2628 -0.4001 1.1424 0.0 0.0 0.0
H -1.4692 6.9690 0.8689 0.0 0.0 0.0
H 7.7837 -1.1518 -0.4128 -0.1 0.0 0.0
C -3.4118 -3.7248 -0.6873 -0.1 0.0 0.1
O 13.2692 -0.6390 -5.4395 0.0 0.0 0.0
C -6.5391 0.6839 -0.0331 0.0 -0.2 -0.1
H -0.2342 6.8285 -0.3980 0.0 0.0 0.0
H -5.7761 1.2060 0.5200 0.0 0.0 0.1
H 0.6209 -3.6601 -2.0818 0.1 0.1 -0.1
H -3.6075 -4.0537 1.8525 0.2 -0.1 0.2
H 15.6408 0.3563 -5.2935 0.0 0.0 0.0
C -3.1105 5.3682 4.4872 0.0 0.0 0.0
H 15.2019 1.2822 -3.8096 0.0 0.0 0.0
```
Forces are in eV/Å.

---

2.
Entry from the OMol25 dataset: C18H49F6N3O21PS5 as an isolated structure at a distorted geometry (ωB97M-V/def2-TZVPD).

Properties
- Max |F|: 19.15 eV Å⁻¹
- Total energy: -146659.32712 eV
- 2S+1: 1
- Charge: -1

The geometry in XYZ format:
```
103
Properties=species:S:1:pos:R:3:forces:R:3
C 2.5665 1.6393 -0.6654 4.4 -0.1 -0.3
C -3.2991 1.4027 -1.6741 -1.6 -0.1 -0.8
H 2.4457 2.6108 -0.1860 -0.2 -0.3 0.2
H -0.0690 -4.1821 -2.3473 -0.2 -0.3 0.6
H -3.3034 -0.6580 -1.0166 -3.3 -2.6 0.4
F -0.4376 1.0471 -1.5859 -6.2 1.5 2.8
O 1.8378 0.0570 -4.9142 0.5 -1.2 0.6
C -2.0803 -3.4378 -2.4448 0.8 -0.8 -1.3
S 0.2050 -3.2066 1.6243 -2.0 0.4 -1.1
H 3.4863 -3.5388 -0.1771 0.3 -0.4 -0.1
H 1.0091 -0.5097 -1.5187 4.3 2.1 -4.6
O -4.0853 2.9463 -3.1333 0.0 -1.1 -0.7
H -2.1461 -3.1136 1.3782 0.3 -0.6 -0.3
O -4.0597 -3.6448 0.7863 0.4 0.7 -2.5
O 0.2119 -1.6127 -4.1637 2.1 1.8 -0.5
C 4.2670 2.9419 1.8513 -3.2 0.4 0.7
N 2.5090 0.6790 3.0679 1.4 -3.2 1.6
H -4.8585 -0.6491 -0.2131 1.2 -2.6 -8.4
O 5.3207 1.5310 -0.5926 -1.0 -0.9 -0.2
H 0.4670 0.7578 -2.5560 2.2 -1.2 -2.3
H 1.1459 -3.7828 -0.8255 0.4 0.0 0.1
O 2.6482 -2.0333 -3.5831 -2.5 0.1 -1.3
C 1.8425 -0.2240 2.1098 0.2 0.0 -1.4
H -4.2556 1.6360 -1.2064 0.3 -0.1 1.3
H -1.4835 -1.6480 0.6987 -0.1 -3.5 -0.2
H -3.0015 0.7367 2.5414 -0.9 0.0 -0.7
C 2.9298 3.4957 2.5832 1.8 1.6 -1.2
H -1.5766 2.3247 1.7408 0.4 0.2 1.8
H 4.4214 3.5236 0.9426 0.3 -0.1 0.1
C -0.5814 -3.2641 -2.6350 -0.2 -1.6 0.7
H -3.3876 -0.9408 0.7863 -1.0 -2.9 -1.6
C 5.0503 -2.5477 -3.4781 1.1 -1.8 -0.2
P -0.6617 0.2992 -0.1660 0.1 1.9 0.7
C -1.3613 2.0554 2.7748 -0.4 1.6 -0.5
H 0.5902 3.0577 2.9017 -0.7 0.0 -0.5
H 4.8645 -3.4554 -2.9038 0.1 -0.1 -0.1
H 2.1606 0.7892 -2.3260 -0.5 -1.8 -1.4
H 1.1574 -2.0913 -1.3482 1.0 -1.9 0.7
C -3.8610 -1.0878 -0.1845 3.6 -9.5 -8.7
H -2.2892 -4.4317 -2.8407 -0.5 -0.3 0.5
C 0.0724 2.1127 3.0664 -2.2 1.0 0.1
O -5.4126 1.1976 2.1675 -1.7 -2.9 -1.5
H -2.4825 2.0190 -1.2979 -0.6 0.1 -0.9
C -2.9693 5.2493 2.4577 0.6 -1.3 0.2
C 1.5826 -2.8017 -0.6392 2.3 -0.6 -0.5
C 1.3163 0.1011 -2.3676 3.9 -0.1 -7.3
H 3.6449 -1.8748 -0.5048 -1.1 -1.1 -0.9
H 5.0117 3.1529 2.6188 0.6 -0.9 -0.5
S -3.6146 3.6735 3.1313 1.9 -2.0 0.3
H 0.2892 1.9300 4.1189 -1.5 -0.1 0.0
H -2.1295 4.8796 1.8692 -0.1 0.1 -0.3
H 1.9557 0.2084 1.1156 -0.1 0.0 1.0
H -2.5093 5.7947 3.2818 -0.5 0.2 0.0
O -5.1615 -0.4091 0.7239 -12.4 4.9 13.7
O 3.9884 -0.5009 0.1380 1.0 1.8 0.5
F 0.3736 -0.8476 -0.7411 -8.3 -1.6 9.0
N -3.8409 1.7416 -3.0100 0.9 1.3 -0.5
N -4.7454 0.4618 1.4451 -0.4 2.4 4.2
H -2.6654 -0.0135 0.9669 -1.1 1.7 1.8
O 3.6263 0.2736 3.4023 -1.3 0.6 1.0
H -0.2290 -3.1587 -3.6610 -1.0 -0.3 0.7
H -2.6725 -2.8082 -3.1088 -0.2 0.7 0.7
C -1.3658 -2.7314 0.7201 4.2 -0.7 4.3
O 1.3816 -2.4415 0.7189 -1.4 -0.7 1.5
H 5.3337 -2.8169 -4.4956 -0.5 -0.1 -0.2
H 3.0733 4.5671 2.7226 0.5 0.4 -0.1
O 0.3643 -4.6503 1.4627 0.3 1.7 0.5
C 3.9552 -1.5892 -3.3314 0.3 3.1 0.1
H 0.7767 -0.3445 2.3041 1.0 -0.2 0.5
H -0.1659 -2.4958 -1.9828 -0.8 -0.3 -1.0
S 4.1442 0.9101 -0.0222 -0.1 3.6 2.3
O -4.0552 0.8572 -3.8131 0.0 0.6 0.3
O 4.0311 1.5230 1.5242 1.4 0.6 -1.7
O -4.1420 2.7920 2.1046 1.5 5.6 1.2
C 3.1047 -2.7608 -0.8383 -0.5 -2.2 0.3
S -3.8970 -3.0292 -0.5560 -2.1 1.7 2.6
H 1.8148 0.8562 -0.5667 2.2 1.3 -0.5
H 5.9640 -2.1121 -3.0737 -0.1 0.2 0.2
O -4.8952 -3.4104 -1.5478 1.7 0.4 0.4
H -3.6598 5.7850 1.8063 -0.2 -0.1 0.5
H 2.3604 -1.1638 1.9187 0.1 0.4 1.4
O 0.2083 -2.5549 2.9257 0.9 -0.9 -0.8
H 2.0310 3.4866 1.9666 0.3 -0.5 -0.2
H -3.1511 0.3237 -1.6299 0.0 2.2 -1.3
H 2.9135 1.7681 -1.6907 -0.2 0.9 0.3
F -2.0228 -0.5464 -0.5521 10.1 2.7 -1.3
H 0.5209 1.2990 2.4964 -1.5 1.1 -0.1
H 4.1945 -0.7578 -3.9944 -0.3 0.3 -0.1
C -3.3014 0.6974 1.4942 -0.3 -0.2 1.2
O -2.1124 2.9725 3.5714 -2.4 1.6 1.3
H 3.9864 -1.2121 -2.3091 0.0 0.2 -0.2
H 3.2765 -3.0311 -1.8802 0.1 -0.2 0.8
H -1.5640 1.0016 2.9661 -0.4 0.4 0.3
S 1.4316 -0.8850 -3.8753 0.8 2.0 -0.8
O 1.9052 1.6100 3.5560 5.6 -3.0 1.6
F -1.6216 1.5222 0.4290 3.6 -1.3 -4.4
O -4.3402 3.8529 4.3648 0.8 0.2 -1.2
F -0.7269 -0.5033 1.2305 1.4 3.7 0.5
O -2.3407 -3.3494 -1.0118 -5.8 -1.7 -6.5
F 0.5864 1.2042 0.2575 -3.1 -0.1 2.3
H 2.7212 3.1055 3.5793 0.7 0.4 -0.7
H -1.2976 -3.2658 -0.2275 2.1 0.5 2.8
H -3.1866 1.6642 1.0041 -1.0 -1.0 0.7
```
Forces are in eV/Å.